Record 1
75
Properties=species:S:1:pos:R:3:mulliken_charge:R:1 method="wB97M-V/def2-TZVPD" energy_ha=-6956.18300 e_above_lowest_kcal_mol=0.1 charge=+1 orbital_gap_ev=7.13
Ga -0.355 0.532 -0.072 -0.58
C -1.652 3.539 2.846 -1.15
C -1.030 2.960 1.736 -0.25
N -1.247 1.704 1.396 0.13
C -2.091 0.948 2.135 -0.41
C -2.753 1.441 3.260 0.97
C -2.508 2.782 3.606 -0.72
C -3.632 0.573 3.992 -1.05
C -3.820 -0.704 3.601 -0.99
C -3.149 -1.234 2.447 1.30
C -3.304 -2.560 1.999 -0.98
C -2.630 -2.981 0.884 -1.50
C -1.797 -2.086 0.207 -0.11
N -1.630 -0.843 0.622 1.32
C -2.293 -0.412 1.722 0.16
H -1.448 4.572 3.090 0.45
H -0.343 3.518 1.112 0.67
H -2.998 3.208 4.472 0.49
H -4.139 0.967 4.863 0.46
H -4.483 -1.357 4.154 0.48
H -3.959 -3.232 2.537 0.49
H -2.735 -3.987 0.507 0.55
H -1.292 -2.369 -0.707 0.66
Br 5.840 -3.469 -0.221 -0.12
C 4.278 -2.531 -0.703 -0.15
C 3.057 -2.914 -0.165 -0.33
C 1.917 -2.196 -0.480 0.01
C 2.000 -1.108 -1.337 -0.03
C 3.225 -0.734 -1.880 -0.56
C 4.369 -1.450 -1.566 -0.87
N 0.842 -0.303 -1.555 0.66
C 0.616 0.238 -2.690 -0.82
C -0.483 1.188 -2.791 1.09
C -0.843 1.714 -3.981 -1.20
C -2.091 2.512 -4.093 -0.03
C -2.469 3.056 -2.761 -1.41
C -2.026 2.480 -1.630 -0.07
N -1.076 1.484 -1.593 0.91
H 3.000 -3.753 0.515 0.50
H 0.976 -2.466 -0.023 0.00
H 3.304 0.149 -2.502 0.44
H 5.327 -1.153 -1.969 0.46
H 1.221 0.011 -3.564 0.72
H -0.263 1.489 -4.867 0.47
H -2.050 3.265 -4.872 0.57
H -3.163 3.881 -2.707 0.41
H -2.385 2.824 -0.669 0.46
O 6.510 -0.394 3.818 -0.62
N 6.190 0.309 2.884 1.03
O 6.929 1.042 2.262 -0.61
C 4.786 0.247 2.454 -0.82
C 4.378 1.013 1.391 -0.65
C 3.048 0.960 1.000 0.06
C 2.099 0.112 1.619 0.76
O 0.871 -0.025 1.280 0.24
C 2.611 -0.645 2.703 -0.18
C 3.904 -0.579 3.140 -0.52
N 1.676 -1.537 3.407 1.05
O 1.600 -1.408 4.609 -0.61
O 1.093 -2.375 2.748 -0.53
N 2.655 1.810 -0.108 1.03
O 1.447 1.998 -0.317 -0.59
O 3.507 2.215 -0.857 -0.62
H 5.079 1.654 0.877 0.68
H 4.240 -1.157 3.990 0.66
N -2.451 -1.937 -5.258 -0.40
C -2.549 -1.788 -3.920 0.41
O -1.947 -2.484 -3.119 -0.60
C -3.424 -0.664 -3.460 0.50
C -3.372 0.515 -4.079 0.37
N -3.265 1.586 -4.596 -0.51
C -4.014 -0.725 -2.166 0.06
N -4.473 -0.782 -1.112 -0.54
H -1.870 -2.679 -5.610 0.28
H -3.086 -1.475 -5.885 0.21

---

Record 2
69
Properties=species:S:1:pos:R:3:lowdin_spin:R:1 method="wB97M-V/def2-TZVPD" energy_ha=-6259.52895 e_above_lowest_kcal_mol=3.8 charge=-1 multiplicity=5 orbital_gap_ev="5.25 / 6.34"
Co 7.841 12.147 12.739 2.46
Br 9.431 6.002 15.893 0.00
C 8.600 7.600 15.296 0.00
C 7.475 7.637 14.423 0.08
C 7.108 8.891 13.972 0.01
C 7.741 10.083 14.366 0.09
O 7.169 11.218 14.104 0.11
C 8.860 10.014 15.240 0.04
C 9.664 11.163 15.532 0.40
N 9.782 12.152 14.616 0.08
C 9.883 13.546 15.020 0.01
C 10.979 14.026 15.687 0.00
C 11.121 15.449 15.889 0.00
C 10.080 16.259 15.550 0.00
C 8.864 15.745 14.960 0.00
C 7.692 16.535 14.728 0.00
C 6.632 15.981 14.054 0.00
C 6.653 14.609 13.777 0.01
N 7.732 13.895 13.872 0.04
C 8.843 14.387 14.553 0.01
C 9.244 8.746 15.739 0.07
H 6.975 6.715 14.185 0.01
H 6.300 8.824 13.270 0.00
H 10.162 11.174 16.517 0.02
H 11.804 13.378 15.990 0.00
H 12.028 15.919 16.201 0.00
H 10.114 17.345 15.654 0.00
H 7.733 17.584 15.101 0.00
H 5.747 16.561 13.905 0.00
H 5.775 14.059 13.554 0.00
H 10.145 8.625 16.356 0.00
C 9.418 15.216 4.878 0.00
C 9.109 15.267 6.369 0.00
C 7.773 15.115 6.786 0.00
C 7.453 15.088 8.136 0.00
C 8.518 14.928 9.001 0.00
C 9.820 15.193 8.639 0.00
C 10.124 15.314 7.330 0.00
S 8.024 14.635 10.738 0.01
O 6.651 15.128 10.821 0.00
O 9.022 15.172 11.651 0.00
N 8.198 12.992 10.926 0.03
C 7.946 12.108 9.841 0.00
C 7.421 10.767 10.349 0.01
O 6.766 10.032 9.629 0.00
O 7.540 10.630 11.654 0.07
H 8.752 15.935 4.336 0.00
H 9.136 14.271 4.441 0.00
H 10.547 15.362 4.674 0.00
H 7.033 15.047 5.971 0.00
H 6.418 15.171 8.518 0.00
H 10.552 15.293 9.430 0.00
H 11.147 15.455 6.972 0.00
H 8.768 11.885 9.168 0.00
H 7.094 12.621 9.230 0.00
N 13.741 9.329 6.782 0.05
C 13.215 9.717 7.775 0.01
C 12.600 10.145 8.951 0.07
C 12.263 11.451 9.095 -0.01
C 11.598 11.870 10.240 0.09
C 11.123 10.950 11.189 0.02
C 11.650 9.620 11.097 0.06
C 12.373 9.251 10.025 -0.02
C 10.565 11.561 12.281 0.25
C 9.751 11.841 13.216 -0.10
H 12.385 12.109 8.191 0.00
H 11.518 12.960 10.300 0.00
H 11.434 8.919 11.911 0.00
H 12.947 8.301 9.923 0.00

---

Record 3
73
Properties=species:S:1:pos:R:3:mulliken_charge:R:1 method="wB97M-V/def2-TZVPD" energy_ha=-3425.25137 charge=-1 orbital_gap_ev=6.63
Au 2.468 1.457 1.003 0.21
Te -1.100 -0.155 3.140 0.15
C -3.131 0.383 3.007 0.51
C -3.813 0.814 4.140 -0.62
C -5.142 1.187 4.026 -0.38
N -5.830 1.161 2.885 -0.66
C -5.167 0.743 1.808 -0.64
C -3.837 0.352 1.810 -0.04
C -0.651 -0.128 1.072 -0.81
P 0.143 -1.779 0.777 -0.41
C 1.028 -1.679 -0.844 -0.48
C 0.671 -2.046 -2.079 0.57
C 1.549 -1.930 -3.246 -1.07
C 2.882 -1.980 -3.259 -0.66
C 3.821 -2.300 -2.128 -0.28
C 2.303 -0.910 -0.666 -1.74
C -1.239 -2.940 0.378 1.07
C -0.997 -4.093 -0.377 -0.68
C -1.966 -5.071 -0.540 -0.65
C -3.210 -4.934 0.061 -0.51
C -3.458 -3.813 0.838 -0.65
C -2.483 -2.839 1.001 -0.42
P 0.196 1.391 0.729 0.74
C -0.116 1.744 -1.043 0.57
C -1.037 0.990 -1.759 0.29
C -1.316 1.302 -3.084 -0.76
C -0.681 2.372 -3.694 -0.53
C 0.239 3.131 -2.980 -0.70
C 0.522 2.814 -1.662 -0.56
C -0.765 2.734 1.497 0.76
C -0.172 3.601 2.405 -0.71
C -0.919 4.612 2.995 -0.71
C -2.261 4.760 2.677 -0.57
C -2.855 3.905 1.756 -0.58
C -2.107 2.901 1.164 -0.35
H -3.320 0.878 5.103 0.35
H -5.680 1.537 4.902 0.37
H -5.732 0.722 0.880 0.37
H -3.343 0.053 0.894 0.63
H -0.327 -2.428 -2.264 0.57
H 1.053 -1.778 -4.199 0.35
H 3.400 -1.855 -4.202 0.43
H 3.669 -3.344 -1.835 0.52
H 2.307 -0.553 0.362 2.05
H -0.026 -4.250 -0.826 0.43
H -1.743 -5.945 -1.140 0.39
H -3.968 -5.696 -0.064 0.36
H -4.415 -3.690 1.330 0.43
H -2.704 -1.987 1.627 0.21
H -1.528 0.160 -1.263 0.25
H -2.030 0.705 -3.638 0.43
H -0.898 2.616 -4.727 0.37
H 0.744 3.963 -3.455 0.40
H 1.258 3.389 -1.109 0.38
H 0.874 3.469 2.654 0.30
H -0.453 5.278 3.711 0.39
H -2.846 5.543 3.143 0.39
H -3.902 4.016 1.503 0.40
H -2.567 2.231 0.449 0.42
F 5.117 -2.234 -2.635 -0.41
C 3.674 -1.538 -0.788 1.62
F 2.281 0.201 -1.511 -0.45
F 3.675 -2.530 0.198 -0.50
C 4.755 -0.420 -0.301 0.69
O 4.309 0.389 0.681 -1.15
C 5.984 -1.149 0.346 0.43
F 5.672 -1.679 1.532 -0.25
F 6.503 -2.139 -0.402 -0.25
F 6.973 -0.265 0.581 -0.28
C 5.288 0.428 -1.543 0.48
F 5.312 1.728 -1.233 -0.28
F 6.538 0.096 -1.921 -0.33
F 4.532 0.316 -2.650 -0.18

---

Record 4
66
Properties=species:S:1:pos:R:3:mulliken_charge:R:1 method="wB97M-V/def2-TZVPD" energy_ha=-2615.50787 charge=-1 orbital_gap_ev=7.07
Au -1.029 -0.185 0.689 0.07
Te -0.080 3.455 -2.405 0.43
C 0.403 5.490 -2.008 0.26
C 1.042 6.290 -2.948 -0.42
C 1.345 7.603 -2.621 -0.34
N 1.053 8.160 -1.450 -0.66
C 0.442 7.387 -0.553 -0.48
C 0.100 6.065 -0.780 0.08
C 0.141 2.955 -0.340 -0.57
P 1.625 1.984 0.114 0.17
C 1.993 0.721 -1.178 0.56
C 1.075 0.256 -2.115 0.20
C 1.422 -0.736 -3.022 -0.90
C 2.700 -1.272 -3.005 -0.46
C 3.621 -0.829 -2.065 -0.58
C 3.266 0.148 -1.150 -0.51
C 2.901 3.233 -0.343 0.31
C 3.411 3.399 -1.630 -0.31
C 4.148 4.530 -1.952 -0.62
C 4.390 5.507 -0.999 -0.38
C 3.928 5.330 0.297 -0.72
C 3.194 4.199 0.620 -0.34
P -1.171 2.040 0.443 1.09
C -2.723 2.778 -0.135 -0.04
C -3.268 3.909 0.461 -0.28
C -4.401 4.496 -0.082 -0.76
C -4.978 3.971 -1.229 -0.44
C -4.438 2.840 -1.826 -0.64
C -3.320 2.240 -1.275 -0.25
C -1.107 2.521 2.215 0.30
C -0.075 3.284 2.744 -0.07
C 0.068 3.409 4.120 -0.61
C -0.816 2.769 4.973 -0.44
C -1.874 2.034 4.452 -0.70
C -2.017 1.910 3.081 -0.55
H 1.315 5.894 -3.919 0.34
H 1.849 8.247 -3.335 0.35
H 0.207 7.858 0.396 0.37
H -0.377 5.473 -0.010 0.23
H 0.074 0.672 -2.142 0.06
H 0.691 -1.086 -3.740 0.40
H 2.978 -2.033 -3.724 0.37
H 4.620 -1.247 -2.050 0.39
H 3.977 0.491 -0.407 0.41
H 3.246 2.639 -2.382 0.26
H 4.520 4.654 -2.963 0.40
H 4.945 6.400 -1.261 0.38
H 4.129 6.076 1.056 0.41
H 2.838 4.052 1.633 0.46
H -2.798 4.318 1.347 0.37
H -4.840 5.369 0.386 0.39
H -5.848 4.449 -1.660 0.37
H -4.893 2.433 -2.721 0.39
H -2.892 1.348 -1.717 0.27
H 0.607 3.776 2.066 0.19
H 0.881 3.997 4.526 0.41
H -0.676 2.831 6.045 0.37
H -2.573 1.540 5.115 0.39
H -2.828 1.322 2.665 0.44
N -0.493 -1.998 1.473 -0.66
C -0.011 -1.943 2.542 0.34
C 0.553 -1.876 3.790 0.16
C -0.089 -2.407 4.927 0.19
N -0.606 -2.840 5.864 -0.53
C 1.766 -1.155 3.924 0.19
N 2.751 -0.563 4.028 -0.52